{"formula": "C16H24N4O5PS", "method": "the ωB97M-V functional and the def2-TZVPD basis", "symbols": ["C", "C", "C", "C", "C", "N", "C", "C", "C", "C", "S", "C", "N", "N", "C", "O", "C", "C", "O", "O", "P", "O", "H", "H", "H", "H", "H", "H", "H", "H", "H", "H", "H", "H", "H", "H", "H", "H", "H", "C", "C", "O", "N", "C", "H", "H", "H", "H", "H", "H", "H"], "positions_angstrom": [[-1.567, 0.179, -0.969], [-1.400, -1.343, -1.532], [-0.426, -2.241, -0.575], [1.069, -1.703, -0.879], [1.701, -2.005, -2.280], [3.029, -1.530, -2.621], [3.860, -0.740, -1.750], [3.314, -0.389, -0.342], [4.138, 0.523, 0.717], [3.479, 2.013, 0.575], [4.709, 3.380, 0.803], [4.043, 4.707, -0.328], [2.891, 4.506, -1.183], [2.632, 5.609, -1.939], [3.629, 6.533, -1.504], [4.527, 6.035, -0.520], [1.896, -0.863, 0.157], [1.335, -0.509, 1.629], [1.562, -1.388, 2.506], [0.608, 0.681, 1.866], [0.817, 1.277, 3.467], [1.832, 2.425, 3.585], [-0.763, 0.406, -0.185], [-2.626, 0.393, -0.587], [-1.358, 0.910, -1.842], [-2.417, -1.844, -1.644], [-0.953, -1.231, -2.580], [-0.542, -3.353, -0.798], [-0.669, -1.949, 0.504], [1.131, -2.594, -3.069], [3.404, -1.731, -3.567], [4.900, -0.371, -2.077], [5.260, 0.532, 0.439], [3.983, 0.132, 1.789], [3.119, 2.065, -0.525], [2.537, 2.138, 1.212], [3.586, 7.542, -2.024], [1.180, 0.255, 4.414], [-0.473, 1.816, 3.853], [-6.615, -1.295, 1.077], [-5.793, -1.627, -0.138], [-5.846, -0.960, -1.163], [-4.967, -2.710, -0.077], [-4.759, -3.620, 1.029], [-7.219, -0.410, 0.874], [-7.286, -2.123, 1.316], [-5.962, -1.080, 1.926], [-4.451, -2.866, -0.931], [-3.701, -3.593, 1.300], [-5.014, -4.628, 0.695], [-5.363, -3.362, 1.896]], "forces_ev_per_a": [[0.3283, -0.0692, -0.8455], [-0.0128, 0.6126, 0.1905], [0.5739, 1.8326, -0.9428], [2.3344, 0.5224, -0.4167], [1.1369, 1.7335, 2.9454], [-1.2331, 0.8237, 2.6409], [-3.0077, -0.3881, 2.6661], [-1.2635, -1.0660, -0.2999], [-0.4378, 0.2535, -0.8483], [-1.0803, -0.6393, -1.8027], [-0.6185, 1.2410, -0.8716], [-4.0956, 0.3399, -3.3962], [3.7346, -0.3676, 2.9285], [5.3353, 2.7978, 3.5611], [-2.9936, -2.4397, -1.6625], [-2.7743, -1.7220, -1.5968], [0.9290, -0.3898, -4.6217], [0.7880, -3.1785, 1.7865], [-0.9958, 3.8804, -3.4916], [1.7742, -2.1944, 0.7197], [1.9291, 3.9032, 1.5564], [-2.1101, -3.0035, -0.9767], [-1.3629, -0.2910, -0.9404], [1.6861, -0.4205, -0.3854], [-0.4679, -1.1428, 1.4704], [1.4048, 0.6621, 0.2343], [-0.5781, -0.5356, 1.4328], [0.3622, 1.5199, 0.4856], [0.3376, -0.8598, -1.4474], [1.0341, 0.9406, 1.2151], [-0.4804, 0.0956, 0.8878], [-1.9966, -0.8381, 0.3537], [-1.8753, -0.0222, 0.5351], [0.3998, 0.4100, -1.7748], [0.6075, 0.2716, 1.7787], [1.6839, -0.0498, -0.6471], [1.0106, -1.2497, 1.4803], [-0.5995, 0.0641, -1.1293], [0.5454, -1.0057, -0.7926], [-0.1196, 0.0991, 0.0468], [-0.0041, 0.2979, -0.6117], [0.0980, -0.1052, 0.2712], [-0.1225, 0.3010, 0.1465], [0.2443, -0.1397, -0.4579], [0.1545, -0.1452, -0.1027], [0.0912, 0.0377, 0.1612], [-0.1189, -0.1359, 0.0719], [-0.1610, -0.0555, 0.0809], [-0.0688, -0.1590, 0.2678], [0.0145, -0.0675, 0.3035], [0.0407, 0.0407, -0.1563]], "max_force_ev_per_a": 7.0, "total_energy_ha": -1958.35211, "total_charge": 1}

=====

{"formula": "C52H104O26S3", "method": "the ωB97M-V functional and the def2-TZVPD basis", "symbols": ["O", "C", "O", "C", "C", "C", "H", "H", "H", "H", "H", "H", "H", "H", "O", "C", "O", "C", "C", "C", "H", "H", "H", "H", "H", "H", "H", "H", "O", "C", "O", "C", "C", "C", "H", "H", "H", "H", "H", "H", "H", "H", "O", "C", "O", "C", "C", "C", "H", "H", "H", "H", "H", "H", "H", "H", "O", "C", "O", "C", "C", "C", "H", "H", "H", "H", "H", "H", "H", "H", "O", "C", "O", "C", "C", "C", "H", "H", "H", "H", "H", "H", "H", "H", "O", "C", "O", "C", "C", "C", "H", "H", "H", "H", "H", "H", "H", "H", "O", "C", "O", "C", "C", "C", "H", "H", "H", "H", "H", "H", "H", "H", "O", "C", "O", "C", "C", "C", "H", "H", "H", "H", "H", "H", "H", "H", "O", "C", "O", "C", "C", "C", "H", "H", "H", "H", "H", "H", "H", "H", "C", "C", "C", "S", "O", "O", "C", "H", "H", "H", "H", "H", "H", "H", "H", "C", "C", "C", "S", "O", "O", "C", "H", "H", "H", "H", "H", "H", "H", "H", "C", "C", "C", "S", "O", "O", "C", "H", "H", "H", "H", "H", "H", "H", "H"], "positions_angstrom": [[-4.126, -0.546, -3.600], [-4.671, -0.441, -2.503], [-5.971, -0.162, -2.333], [-6.767, -0.113, -3.545], [-8.184, 0.222, -3.059], [-4.058, -0.361, -1.149], [-6.737, -1.097, -4.013], [-6.291, 0.668, -4.149], [-8.930, 0.147, -3.830], [-8.133, 1.280, -2.713], [-8.404, -0.441, -2.218], [-3.224, -1.055, -1.018], [-4.695, -0.468, -0.318], [-3.698, 0.661, -1.102], [5.659, 1.937, -2.294], [5.681, 1.877, -3.488], [4.817, 1.210, -4.299], [3.671, 0.590, -3.659], [3.062, -0.450, -4.636], [6.761, 2.446, -4.316], [2.959, 1.365, -3.456], [3.983, 0.058, -2.760], [2.797, 0.068, -5.568], [2.193, -0.848, -4.090], [3.827, -1.209, -4.810], [7.450, 2.995, -3.682], [6.269, 2.976, -5.107], [7.317, 1.615, -4.762], [1.086, 3.398, -6.275], [0.003, 3.485, -5.745], [-0.809, 2.393, -5.636], [-0.317, 1.154, -6.176], [-1.424, 0.082, -6.202], [-0.565, 4.714, -5.180], [0.473, 0.879, -5.464], [0.154, 1.371, -7.124], [-1.488, -0.521, -5.286], [-1.208, -0.598, -7.047], [-2.389, 0.620, -6.209], [-0.933, 4.506, -4.177], [-1.398, 5.020, -5.787], [0.193, 5.506, -5.126], [1.056, -3.194, -3.298], [0.356, -3.631, -2.396], [0.556, -4.773, -1.799], [1.554, -5.761, -2.198], [1.085, -6.581, -3.302], [-0.817, -2.919, -1.808], [1.810, -6.341, -1.314], [2.496, -5.297, -2.517], [1.885, -7.269, -3.579], [0.819, -5.960, -4.124], [0.183, -7.141, -3.032], [-0.637, -2.663, -0.736], [-1.700, -3.536, -1.726], [-1.117, -2.107, -2.466], [0.282, 2.140, 5.743], [0.636, 1.034, 5.470], [1.809, 0.703, 4.941], [2.792, 1.724, 4.721], [4.168, 1.213, 4.546], [-0.258, -0.186, 5.787], [2.703, 2.428, 5.571], [2.551, 2.328, 3.843], [4.341, 0.678, 3.598], [4.364, 0.493, 5.349], [4.856, 2.053, 4.684], [0.050, -1.003, 5.106], [-1.325, 0.057, 5.798], [0.120, -0.495, 6.783], [4.441, 3.837, 0.225], [3.637, 3.078, -0.157], [2.590, 3.385, -1.020], [2.667, 4.697, -1.677], [1.620, 4.801, -2.748], [3.511, 1.648, 0.374], [3.658, 4.894, -2.051], [2.441, 5.466, -0.878], [1.830, 4.208, -3.647], [1.599, 5.879, -2.969], [0.672, 4.575, -2.328], [4.355, 1.498, 1.072], [3.468, 0.854, -0.359], [2.555, 1.676, 0.987], [4.935, -1.150, 1.630], [5.377, -1.269, 0.460], [4.679, -1.626, -0.564], [3.283, -2.108, -0.414], [3.292, -3.515, 0.215], [6.771, -0.921, 0.071], [2.832, -2.081, -1.418], [2.698, -1.415, 0.159], [2.213, -3.663, 0.288], [3.783, -3.492, 1.172], [3.801, -4.182, -0.469], [7.226, -1.893, -0.200], [7.315, -0.434, 0.906], [6.811, -0.331, -0.826], [-4.367, -1.216, 1.995], [-3.870, -0.312, 2.664], [-3.331, -0.537, 3.823], [-3.420, -1.849, 4.353], [-4.825, -2.196, 4.937], [-3.847, 1.136, 2.209], [-2.705, -1.964, 5.157], [-3.143, -2.556, 3.572], [-4.799, -3.244, 5.181], [-5.568, -2.045, 4.163], [-4.953, -1.539, 5.832], [-2.792, 1.453, 1.945], [-4.249, 1.761, 2.959], [-4.503, 1.220, 1.334], [-1.410, -6.045, 0.348], [-1.006, -5.292, 1.168], [-1.634, -4.172, 1.641], [-2.963, -3.994, 1.042], [-3.993, -4.856, 1.810], [0.303, -5.435, 1.914], [-2.844, -4.232, 0.003], [-3.100, -2.924, 1.073], [-5.041, -4.752, 1.462], [-3.925, -4.474, 2.819], [-3.707, -5.893, 1.653], [0.758, -6.389, 1.592], [0.194, -5.546, 3.014], [0.992, -4.557, 1.756], [-0.771, 0.461, 2.055], [0.078, -0.296, 1.592], [0.412, -0.329, 0.327], [-0.251, 0.618, -0.529], [0.374, 0.595, -1.888], [0.760, -1.451, 2.325], [-0.228, 1.578, -0.015], [-1.294, 0.286, -0.550], [1.402, 0.977, -1.756], [-0.157, 1.260, -2.528], [0.390, -0.413, -2.245], [-0.015, -2.151, 2.631], [1.195, -1.057, 3.243], [1.562, -1.813, 1.650], [4.852, -2.747, 5.218], [3.489, -2.314, 4.614], [2.593, -3.561, 4.662], [2.957, -4.218, 6.318], [3.065, -5.669, 6.303], [2.120, -3.599, 7.309], [4.516, -3.480, 6.503], [5.479, -1.933, 5.374], [5.413, -3.380, 4.575], [3.573, -1.961, 3.579], [3.107, -1.466, 5.176], [2.849, -4.293, 3.888], [1.477, -3.382, 4.709], [5.260, -4.239, 6.725], [4.328, -2.816, 7.355], [-5.518, 3.460, -3.391], [-4.349, 3.493, -4.277], [-3.239, 2.772, -3.536], [-3.249, 3.606, -1.960], [-2.554, 4.846, -2.133], [-2.785, 2.734, -0.936], [-5.038, 3.858, -1.942], [-5.945, 2.440, -3.280], [-6.306, 4.130, -3.705], [-4.071, 4.484, -4.562], [-4.628, 2.978, -5.239], [-2.243, 2.906, -3.904], [-3.399, 1.686, -3.472], [-5.202, 4.897, -1.735], [-5.276, 3.237, -1.100], [-2.552, 4.529, 3.375], [-2.634, 4.847, 1.828], [-1.207, 4.815, 1.234], [-0.143, 4.266, 2.503], [0.442, 5.428, 3.137], [0.747, 3.309, 1.923], [-1.360, 3.613, 3.571], [-3.482, 4.083, 3.835], [-2.287, 5.420, 3.911], [-3.200, 5.799, 1.777], [-3.286, 4.167, 1.272], [-0.930, 5.786, 0.869], [-1.179, 4.093, 0.416], [-0.920, 3.609, 4.589], [-1.601, 2.603, 3.323]], "forces_ev_per_a": [[-0.7361, -0.1419, 1.6636], [0.1196, 0.3792, -0.6215], [-0.4228, -0.4001, -0.7735], [-0.3573, 0.0850, 0.6190], [1.3802, 0.9533, 0.4172], [1.7063, -0.2141, -0.7502], [0.2146, 0.1802, -0.2440], [-0.4586, -0.4365, -0.4138], [-0.2432, -0.1402, -0.3547], [-0.4154, -0.7256, 0.0118], [-0.1991, 0.2002, -0.1747], [0.0491, 0.2139, -0.2094], [-1.1766, -0.4148, 0.6410], [0.5175, 0.2082, 0.1245], [-0.8114, -0.2358, 0.6720], [0.2002, -0.7901, -0.6507], [-0.2804, 0.0175, 0.9286], [0.2661, -1.0038, -1.1104], [0.6047, 1.2949, 0.9352], [0.6200, -0.5197, 0.0044], [-0.3715, 0.4438, 0.4322], [0.0648, 0.3430, 0.2076], [-0.1127, -0.4201, 0.2219], [0.1558, -0.2228, -0.6187], [-0.3492, -0.1505, -0.1444], [-0.1540, 0.4018, -0.2260], [0.2532, 0.6929, -0.5108], [-0.1210, 0.1012, -0.0747], [-0.1830, 0.1611, 0.1790], [0.9917, -1.6345, -0.8688], [-0.7057, 0.9455, 0.1304], [0.5770, -0.3648, 1.2560], [0.2076, 0.7236, 0.2682], [0.0037, 0.5359, 0.7350], [0.0709, -0.3032, -0.4598], [-0.1036, -0.1704, -0.3499], [0.3952, 0.1998, -0.1457], [-0.6489, 0.4028, 0.3068], [0.2218, -0.5030, -0.7419], [-0.0971, 0.2035, 0.0623], [-0.4132, 0.2568, -0.2332], [-0.2908, -0.3595, -0.1666], [-0.5225, -0.2506, 0.6315], [0.8447, 0.8799, -1.3166], [0.3317, -1.8325, 1.1776], [1.1017, 1.5071, 0.6817], [-0.9612, -1.4173, -0.3690], [-0.5467, 0.2701, 0.6252], [-0.4434, 0.1214, 0.2421], [-0.2818, 0.5406, 0.2021], [-0.1654, -0.0631, -0.1680], [0.0006, 0.4372, -0.8855], [0.1951, -0.1185, 0.0066], [0.1931, 0.3691, -0.8843], [-0.0702, -0.7089, -0.2495], [0.3112, 0.3905, 0.3935], [0.1842, 1.1950, 0.1174], [-1.3808, -1.1290, 0.1830], [0.4585, -0.8792, -0.4303], [-0.9398, 2.0970, 0.2558], [0.5932, -1.2198, 0.5054], [1.9699, -0.1263, -0.1286], [0.2540, -0.3786, -0.2860], [-0.5505, -0.1613, -0.0722], [-0.0674, 0.4049, 0.2197], [0.2756, 0.0629, 0.0040], [-0.0213, -0.2114, -0.3074], [-0.6849, 0.3474, 0.3039], [0.4674, -0.0394, -0.1187], [-0.5772, 0.0151, -0.2910], [1.6098, 1.8962, 0.3191], [-2.5565, -2.1540, -0.8388], [1.1915, 0.2645, -0.3580], [-0.5774, 0.0745, 1.9985], [0.9237, 0.6508, -0.1520], [-0.6995, 0.9930, 1.3551], [0.4539, -0.1807, -0.0384], [0.3708, -0.7538, -0.8056], [-0.0540, 0.1724, 0.2650], [-0.0922, -0.3300, -0.4586], [-1.0422, -0.4404, 0.2471], [-0.4354, -0.0612, -0.4461], [-0.0507, 0.1052, -0.3118], [0.9687, -0.2879, -0.6895], [0.7603, -0.6889, -2.6138], [-0.5298, 1.7138, 3.9266], [-1.9333, -0.8602, -1.7253], [1.2575, -0.3394, 0.0320], [-0.6157, 1.7500, -1.1541], [0.8148, -0.7958, 0.6203], [0.5600, -0.2594, 0.1608], [0.1358, 0.5034, 0.5070], [0.1492, -0.9574, 0.2076], [0.0069, -0.0433, 0.4401], [-0.1956, -0.4193, 0.0176], [0.1923, 0.4530, 0.2534], [-0.4019, -0.4262, -0.5910], [-0.1823, 0.4425, -0.2986], [0.3145, 0.8742, 0.3907], [-1.0272, -0.5145, -2.1523], [0.6772, 0.7210, 1.7403], [-0.9221, -1.3673, 0.1465], [1.4734, 1.3317, -0.2613], [1.0528, -0.7308, -1.1783], [0.3735, 0.4742, 0.0379], [-0.0443, -0.0030, -0.0548], [-0.1315, -0.3490, 0.4391], [-0.3134, 0.1727, 0.1130], [-0.3695, -0.7256, -0.6813], [-1.2596, -0.4504, 0.3084], [-0.2294, 0.7581, 1.0433], [0.3689, -0.0663, 0.1457], [-0.6648, -0.4625, -0.8167], [1.1897, 1.2781, 2.1677], [-0.7435, -0.8354, -0.9279], [0.2203, 0.0687, 0.2686], [0.2546, 1.0238, -1.1902], [1.0397, -0.4140, 0.2592], [-0.3046, -0.5218, -0.5299], [-0.5075, 0.2040, 0.4406], [0.7175, 0.2373, 0.0215], [-0.1891, -0.5769, 0.5111], [0.0065, -0.1025, 0.5357], [0.0816, 0.6594, -0.0775], [-0.3878, 0.3012, -0.6240], [-0.7669, -0.9449, -0.0075], [1.2278, -0.9058, -0.3119], [-1.4384, -0.2231, 1.5035], [0.7876, 0.0549, -1.0673], [-1.1164, 0.0605, 0.5152], [1.3167, 0.3633, 1.4489], [0.2739, 1.2581, -0.2222], [0.0853, 0.1719, -0.2707], [-0.0264, 0.2408, -0.1300], [-0.3020, -0.1833, -0.4051], [-0.4622, 0.4319, -0.7140], [0.0453, -0.5401, -0.5713], [0.1259, -0.3650, -0.3650], [0.1831, 0.0333, -0.0346], [-0.6906, -0.3302, 0.7801], [-1.8414, -0.4544, -0.1381], [0.3756, -0.2016, -0.7775], [-1.1986, 0.4875, 0.9648], [-0.3865, -1.8132, -0.4082], [-0.1670, 0.7332, -0.2230], [-0.6981, 0.2150, -0.1042], [1.2328, 0.5695, 0.4755], [0.9736, 1.6584, 0.4906], [0.1977, -0.8085, -0.8322], [0.2122, -0.0817, 0.1573], [-0.3425, -0.1699, 0.2318], [-0.0317, 0.0400, 0.2818], [1.2234, -0.0603, -0.3586], [-0.1002, -0.0602, 0.3024], [0.5124, -0.0374, -0.1825], [-1.3589, -0.4860, 2.7688], [0.5476, -1.5955, -2.2650], [0.0434, -0.1876, 0.0415], [-0.3078, -0.0909, -1.9243], [0.1478, 0.8698, -0.0283], [0.1071, -0.9306, 1.4514], [0.9144, -0.0467, -0.6444], [0.2702, 0.5965, -0.3756], [-0.2641, 0.1040, -0.0588], [0.2973, 0.7912, 0.0343], [0.5189, 0.3392, 0.7984], [0.4431, 0.1269, -0.4654], [-0.2006, 0.3506, 0.2922], [-0.1419, 0.5076, 0.2812], [-1.0102, -0.3320, 0.1804], [-0.3765, -0.7271, -0.3457], [-1.1192, 0.3901, 1.0118], [-1.9070, -0.0086, -0.5960], [1.0488, 1.2744, -0.2022], [-0.2811, -0.2068, 0.1862], [0.6238, -1.0804, 0.0433], [-0.0136, -0.2008, 1.3411], [0.9077, 0.5478, -0.6946], [-0.3261, 0.7277, 0.1793], [0.8346, -0.1248, -0.3598], [0.2649, -0.3744, 0.3221], [0.5142, 0.3620, -0.0321], [0.1636, 0.0978, 0.1138], [-0.3323, 0.0936, -0.6181], [0.1471, -0.8270, -0.4233]], "max_force_ev_per_a": 4.3, "de_lowest_kcal_mol": 0.0}

=====

- Which formula does entry 1 have?
  C16H24N4O5PS